[1]
Computed, not measured: C6H7CuMgO6 as an isolated structure at a distorted geometry, with ωB97M-V with the def2-TZVPD basis set.

ORCA input file:
```
! wB97M-V def2-TZVPD RIJCOSX def2/J DEFGRID3
* xyz 1 2
O -3.359 -2.726 -1.620
C -2.766 -2.058 -0.772
O -2.825 -2.280 0.463
O -1.954 -1.037 -1.250
C -1.417 -0.221 -0.362
C -1.246 1.132 -0.833
Mg -4.329 -3.850 -0.052
H -1.383 1.898 -0.059
H -1.771 1.335 -1.775
Cu -2.126 -1.196 1.876
C 0.399 0.885 -0.938
C 1.108 0.794 0.400
O 2.500 1.019 0.177
C 3.308 0.856 1.210
O 2.970 0.629 2.346
O 4.560 0.879 0.770
H 0.739 1.788 -1.463
H 0.729 0.084 -1.613
H 0.981 -0.187 0.876
H 0.721 1.538 1.110
H 5.163 0.720 1.507
*
```

Values from the calculation:
- HOMO (spin up / spin down): -10.74 / -13.01 eV
- Relative energy (zero: lowest compared OMol25 entry of this formula, charge and spin): 328.3 kJ/mol
- <S²>: 0.75
- Kohn-Sham gap (spin up / spin down): 6.08 / 8.25 eV
- Electronic energy: -68696.193 eV

Mulliken population analysis, charges in e, atoms 1 to 6:
1. O -0.77
2. C 1.01
3. O -0.37
4. O -0.23
5. C -0.08
6. C -0.24

[2]
Computed, not measured: a 2-piece molecular cluster, C6H7F overall at a distorted geometry, with ωB97M-V with the def2-TZVPD basis set.

ORCA input file:
```
! wB97M-V def2-TZVPD RIJCOSX def2/J DEFGRID3
* xyz 0 1
C -0.752 -0.365 0.179
C -3.446 0.365 0.680
C 2.331 1.540 -0.140
C 1.485 0.534 0.033
C 0.038 0.673 0.219
C -0.695 -1.801 -0.054
F -3.882 0.454 -0.542
H 3.383 1.360 -0.297
H 2.023 2.573 -0.139
H 1.839 -0.487 0.020
H -0.334 1.676 0.379
H 0.263 -2.180 0.318
H -0.765 -2.007 -1.126
H -1.488 -2.334 0.470
*
```

Values from the calculation:
- HOMO: -7.21 eV
- Relative energy (zero: lowest compared OMol25 entry of this formula, charge and spin): 697.0 kJ/mol
- Kohn-Sham gap: 6.74 eV
- Electronic energy: -9044.630 eV

Mulliken population analysis, charges in e, atoms 1 to 6:
1. C 0.10
2. C 0.09
3. C -0.89
4. C 0.04
5. C -0.20
6. C -1.02